[1]
C5H8N as an isolated structure at a distorted geometry. Source: OMol25; level of theory: the ωB97M-V functional and the def2-TZVPD basis.

Summary:
**M**: 82.13 u
**Total charge**: +1
**Energy above the lowest of the compared OMol25 structures with the same formula, charge and spin**: 178.1 kcal per mole
**HOMO-LUMO gap**: 9.41 eV
**E_HOMO**: -15.79 eV
**Lowest unoccupied orbital energy**: -6.384 eV
**Multiplicity**: 1
**F_max**: 0.084 hartree/bohr

Element x y z (Å)
C  1.43  1.96  1.38
C  2.04  0.63  1.08
C  0.40  1.56  0.51
C  -0.36  1.87  -0.68
C  -0.22  -2.21  0.41
N  0.74  0.40  1.05
H  1.65  2.61  2.19
H  -1.30  1.29  -0.79
H  0.19  1.50  -1.71
H  -0.62  2.92  -0.81
H  -0.25  -1.24  0.00
H  -1.24  -2.51  0.88
H  0.52  -2.46  1.11
H  0.07  -2.86  -0.40

***

[2]
An isolated ion of composition C5H8N and charge +1 at a distorted geometry. Source: OMol25; level of theory: the ωB97M-V functional and the def2-TZVPD basis.

Summary:
**M**: 82.13 u
**Total charge**: +1
**Energy above the lowest of the compared OMol25 structures with the same formula, charge and spin**: 85.6 kcal per mole
**HOMO-LUMO gap (alpha / beta)**: 8.77 / 8.77 eV
**E_HOMO (alpha / beta)**: -15.05 / -15.05 eV
**Lowest unoccupied orbital energy (alpha / beta)**: -6.274 / -6.275 eV
**Multiplicity**: 1
**F_max**: 0.050 hartree/bohr

Element x y z (Å)
C  -1.26  0.06  -0.94
C  1.08  0.23  0.82
C  0.90  1.01  -0.72
C  0.34  -0.96  0.77
C  -1.02  -0.85  0.28
N  -0.32  0.77  -1.27
H  2.01  0.17  1.38
H  0.35  0.94  1.30
H  0.83  2.08  -0.46
H  1.69  0.90  -1.49
H  0.66  -2.02  0.70
H  -2.17  -0.26  -1.40
H  -1.72  -0.19  0.90
H  -1.38  -1.87  0.14

***

[3]
An isolated ion of composition C5H8N and charge +1 at a distorted geometry. Source: OMol25; level of theory: the ωB97M-V functional and the def2-TZVPD basis.

Summary:
**M**: 82.13 u
**Total charge**: +1
**Energy above the lowest of the compared OMol25 structures with the same formula, charge and spin**: 154.3 kcal per mole
**HOMO-LUMO gap (alpha / beta)**: 9.26 / 7.30 eV
**E_HOMO (alpha / beta)**: -14.96 / -13.89 eV
**Lowest unoccupied orbital energy (alpha / beta)**: -5.701 / -6.596 eV
**Multiplicity**: 1
**F_max**: 0.056 hartree/bohr

Element x y z (Å)
C  1.87  0.64  -0.15
C  1.59  -0.77  -0.13
C  0.31  -0.61  0.71
C  0.28  0.89  0.43
C  -2.03  0.14  0.05
N  -0.63  -0.08  -0.28
H  2.35  1.06  0.74
H  2.30  1.09  -1.04
H  1.66  -1.44  -0.98
H  -0.03  -1.23  1.52
H  -2.61  -0.77  -0.09
H  -2.11  0.48  1.09
H  -2.44  0.92  -0.60
H  -0.50  -0.32  -1.26

***

[4]
An isolated ion of composition C5H8N and charge +1 at a distorted geometry. Source: OMol25; level of theory: the ωB97M-V functional and the def2-TZVPD basis.

Summary:
**M**: 82.13 u
**Total charge**: +1
**Energy above the lowest of the compared OMol25 structures with the same formula, charge and spin**: 135.6 kcal per mole
**HOMO-LUMO gap**: 8.75 eV
**E_HOMO**: -13.75 eV
**Lowest unoccupied orbital energy**: -5.001 eV
**Multiplicity**: 1
**F_max**: 0.061 hartree/bohr

Element x y z (Å)
C  2.20  0.90  -1.00
C  1.29  0.03  -0.18
C  -0.96  -0.84  0.20
C  2.44  0.76  0.43
C  -2.33  -0.47  0.61
N  -0.08  0.10  0.29
H  2.73  0.44  -1.84
H  2.08  2.01  -0.97
H  1.71  -0.98  -0.28
H  -0.73  -1.85  -0.10
H  -2.37  0.50  1.05
H  -2.82  -1.02  1.32
H  -2.78  -0.62  -0.30
H  -0.38  1.03  0.75

***

[5]
An isolated ion of composition C5H8N and charge +1 at a distorted geometry. Source: OMol25; level of theory: the ωB97M-V functional and the def2-TZVPD basis.

Summary:
**M**: 82.13 u
**Total charge**: +1
**Energy above the lowest of the compared OMol25 structures with the same formula, charge and spin**: 98.1 kcal per mole
**HOMO-LUMO gap (alpha / beta)**: 8.75 / 8.41 eV
**E_HOMO (alpha / beta)**: -12.26 / -15.07 eV
**Lowest unoccupied orbital energy (alpha / beta)**: -3.506 / -6.661 eV
**Multiplicity**: 3
**Expectation value of S²**: 2.040
**F_max**: 0.077 hartree/bohr

Element x y z (Å)
C  -1.84  -0.39  0.86
C  -1.86  -1.53  0.09
C  -2.22  0.62  1.67
C  -0.52  -0.95  0.29
C  1.24  0.27  -0.83
N  0.27  -0.87  -0.96
H  -1.65  1.56  1.88
H  -2.99  0.47  2.35
H  0.19  -0.81  1.19
H  1.74  0.21  0.10
H  1.89  0.02  -1.72
H  0.83  1.24  -1.01
H  0.94  -1.67  -0.79
H  -0.35  -0.82  -1.80

***

[6]
A 2-piece molecular cluster, C5H8N2 overall at a distorted geometry. Source: OMol25; level of theory: the ωB97M-V functional and the def2-TZVPD basis.

Summary:
**M**: 96.13 u
**Energy above the lowest of the compared OMol25 structures with the same formula, charge and spin**: 107.7 kcal per mole
**HOMO-LUMO gap (alpha / beta)**: 8.33 / 7.62 eV
**E_HOMO (alpha / beta)**: -8.45 / -7.33 eV
**Lowest unoccupied orbital energy (alpha / beta)**: -0.119 / 0.290 eV
**Multiplicity**: 1
**F_max**: 0.071 hartree/bohr

Element x y z (Å)
C  -1.03  -0.91  1.22
C  1.38  -0.75  1.37
C  0.28  -0.70  0.56
C  -0.20  2.01  -0.16
C  0.36  -0.58  -0.82
N  -2.10  -1.13  1.57
N  -0.67  -0.87  -1.69
H  2.32  -0.85  0.83
H  1.46  -0.69  2.51
H  0.29  2.48  -1.06
H  -1.33  1.83  -0.35
H  0.06  1.97  0.88
H  1.46  -0.40  -1.15
H  -0.78  -0.25  -2.47
H  -1.51  -1.15  -1.24

***

Copy entry 6 word for word.
A 2-piece molecular cluster, C5H8N2 overall at a distorted geometry. Source: OMol25; level of theory: the ωB97M-V functional and the def2-TZVPD basis.

Summary:
**M**: 96.13 u
**Energy above the lowest of the compared OMol25 structures with the same formula, charge and spin**: 107.7 kcal per mole
**HOMO-LUMO gap (alpha / beta)**: 8.33 / 7.62 eV
**E_HOMO (alpha / beta)**: -8.45 / -7.33 eV
**Lowest unoccupied orbital energy (alpha / beta)**: -0.119 / 0.290 eV
**Multiplicity**: 1
**F_max**: 0.071 hartree/bohr

Element x y z (Å)
C  -1.03  -0.91  1.22
C  1.38  -0.75  1.37
C  0.28  -0.70  0.56
C  -0.20  2.01  -0.16
C  0.36  -0.58  -0.82
N  -2.10  -1.13  1.57
N  -0.67  -0.87  -1.69
H  2.32  -0.85  0.83
H  1.46  -0.69  2.51
H  0.29  2.48  -1.06
H  -1.33  1.83  -0.35
H  0.06  1.97  0.88
H  1.46  -0.40  -1.15
H  -0.78  -0.25  -2.47
H  -1.51  -1.15  -1.24